Entry 1:
Molecular formula: C2H9BrSi3
Method: DFT, wB97M-V/def2-TZVPD

Last column: natural (NBO) charge in e.
Atoms and positions in Å:
C -1.060 -1.911 -0.340  -1.1147
Si -0.662 -0.944 1.043  1.2642
C 0.102 0.768 1.051  -1.3201
Si 0.715 1.852 -0.434  0.6241
Si 2.788 1.029 -0.812  0.5670
Br 3.475 -0.776 0.337  -0.3363
H -0.759 -1.658 -1.342  0.2228
H -1.534 -2.954 -0.333  0.2449
H -1.440 -1.100 2.192  -0.1860
H -0.744 1.376 1.400  0.2677
H 0.844 0.890 1.772  0.2580
H -0.138 1.407 -1.589  -0.1328
H 0.356 3.281 -0.606  -0.1029
H 4.017 1.712 -0.409  -0.1247
H 2.814 0.374 -2.096  -0.1311

Calculated values
- ΔE to the lowest compared entry with this formula, charge and spin (kcal/mol) = 71.0
- Kohn-Sham gap (eV) = 8.345
- SMILES string = C=[SiH]C[SiH2][SiH2]Br
- DFT total energy (Ha) = -3524.0102
- HOMO energy (eV) = -8.32

=====

Entry 2:
Molecular formula: C34H84N5O15V
Method: DFT, wB97M-V/def2-TZVPD

Last column: Löwdin spin population.
Atoms and positions in Å:
O -4.176 -1.221 -2.985  -0.1055
V -3.243 -0.998 -1.798  1.0531
O -0.138 0.355 -2.858  0.0003
C -1.195 -0.032 -2.470  0.0083
O -1.356 -1.342 -2.032  0.0078
O -2.277 0.560 -2.299  0.0006
H 1.268 -0.034 -1.710  0.0001
C 3.180 -1.121 0.795  0.0000
C 2.118 -0.193 0.164  0.0000
C 2.673 1.121 0.484  0.0000
O 2.139 -0.216 -1.256  0.0000
H 2.736 -2.108 0.828  0.0000
H 3.344 -0.778 1.802  0.0000
H 4.100 -1.095 0.189  0.0000
H 1.069 -0.230 0.506  0.0000
H 3.689 1.220 0.105  0.0000
H 2.766 1.232 1.545  0.0000
H 2.134 1.925 0.017  0.0000
H 2.478 -1.055 -1.624  0.0000
C 1.976 -2.520 -3.192  0.0000
O 3.068 -1.591 -3.230  0.0000
C 3.174 -0.555 -4.263  0.0000
C 4.647 -0.202 -4.278  0.0000
N 5.444 -1.161 -5.084  0.0000
C 6.872 -0.943 -5.090  0.0000
C 7.647 -2.280 -5.080  0.0000
O 7.432 -2.812 -3.760  0.0000
C 7.671 -4.272 -3.768  0.0000
H 1.059 -1.942 -3.226  0.0000
H 2.086 -3.027 -2.255  0.0000
H 2.013 -3.227 -4.034  0.0000
H 2.554 0.289 -3.943  0.0000
H 2.919 -1.034 -5.260  0.0000
H 5.053 -0.017 -3.287  0.0000
H 4.803 0.755 -4.819  0.0000
H 5.168 -2.053 -4.669  0.0000
H 7.233 -0.435 -4.197  0.0000
H 7.128 -0.333 -5.986  0.0000
H 8.654 -2.102 -5.276  0.0000
H 7.254 -2.924 -5.910  0.0000
H 8.751 -4.465 -3.882  0.0000
H 7.142 -4.869 -4.548  0.0000
H 7.478 -4.481 -2.734  0.0000
C 1.562 3.635 6.516  0.0000
O 0.727 2.484 6.250  0.0000
C -0.579 2.721 6.608  0.0000
C -1.484 1.566 6.117  0.0000
N -2.080 1.804 4.768  0.0000
C -0.993 2.011 3.824  0.0000
C -1.589 2.303 2.458  0.0000
O -0.648 1.861 1.494  0.0000
C -1.150 2.084 0.133  0.0001
H 2.576 3.382 6.278  0.0000
H 1.465 3.843 7.551  0.0000
H 1.253 4.472 5.886  0.0000
H -0.935 3.655 6.284  0.0000
H -0.560 2.629 7.743  0.0000
H -2.262 1.437 6.836  0.0000
H -0.927 0.617 6.110  0.0000
H -2.829 2.487 4.741  0.0000
H -0.458 1.061 3.805  0.0000
H -0.181 2.741 4.114  0.0000
H -1.825 3.356 2.346  0.0000
H -2.577 1.795 2.282  0.0000
H -0.289 1.994 -0.517  0.0000
H -1.716 3.033 0.021  0.0000
H -1.790 1.241 -0.224  0.0001
C -4.777 1.547 -1.034  0.0011
O -4.211 0.315 -0.579  0.0051
C -4.822 -0.334 0.528  0.0041
C -5.135 -1.789 0.201  0.0030
N -3.786 -2.316 -0.081  0.0037
C -3.826 -3.825 -0.123  0.0032
C -2.788 -4.300 -1.072  0.0012
O -3.402 -3.974 -2.332  0.0099
C -2.511 -3.838 -3.445  0.0010
H -4.706 2.291 -0.241  0.0000
H -5.790 1.445 -1.393  0.0000
H -4.037 1.834 -1.803  0.0001
H -5.699 0.240 0.909  0.0004
H -4.024 -0.191 1.242  0.0000
H -5.795 -1.936 -0.666  0.0003
H -5.621 -2.305 1.065  0.0001
H -3.251 -2.056 0.767  0.0003
H -4.840 -4.158 -0.394  0.0000
H -3.585 -4.191 0.861  0.0002
H -2.438 -5.329 -0.979  0.0000
H -1.892 -3.712 -0.895  0.0006
H -1.849 -2.954 -3.452  0.0005
H -3.243 -3.776 -4.280  0.0000
H -1.936 -4.710 -3.580  0.0000
C -3.155 5.424 -2.880  0.0000
O -1.842 5.197 -2.345  0.0000
C -1.333 4.009 -2.805  0.0000
C 0.113 3.967 -2.386  0.0000
N 0.970 4.960 -2.972  0.0000
C 2.334 4.829 -2.593  0.0000
C 3.077 3.743 -3.482  0.0000
O 4.463 3.737 -3.223  0.0000
C 4.946 2.954 -2.211  0.0000
H -3.053 5.426 -3.978  0.0000
H -3.448 6.477 -2.600  0.0000
H -3.835 4.657 -2.473  0.0000
H -1.552 3.857 -3.877  0.0000
H -1.886 3.189 -2.311  0.0000
H 0.475 2.965 -2.627  0.0000
H 0.129 3.913 -1.308  0.0000
H 0.616 5.891 -2.679  0.0000
H 2.444 4.581 -1.496  0.0000
H 2.918 5.742 -2.829  0.0000
H 2.971 4.103 -4.526  0.0000
H 2.607 2.719 -3.339  0.0000
H 5.996 2.818 -2.265  0.0000
H 4.556 1.922 -2.332  0.0000
H 4.616 3.307 -1.223  0.0000
C 0.290 -4.479 2.059  0.0000
O -0.967 -3.878 2.344  0.0000
C -0.701 -2.543 2.905  0.0000
C -1.987 -2.090 3.688  0.0000
N -3.239 -2.203 2.916  0.0000
C -4.365 -1.466 3.655  0.0001
C -4.709 -1.966 5.066  0.0000
O -3.958 -1.218 5.996  0.0000
C -3.827 -1.938 7.170  0.0000
H 0.142 -5.494 1.637  0.0000
H 0.975 -4.589 2.892  0.0000
H 0.795 -3.921 1.311  0.0000
H -0.428 -1.819 2.067  0.0000
H 0.136 -2.717 3.571  0.0000
H -2.001 -1.003 3.876  0.0000
H -2.010 -2.497 4.709  0.0000
H -3.482 -3.173 3.032  0.0000
H -5.163 -1.495 2.892  0.0001
H -4.170 -0.390 3.671  0.0000
H -4.392 -3.030 5.153  0.0000
H -5.782 -1.933 5.336  0.0000
H -3.058 -2.740 7.238  0.0000
H -4.793 -2.476 7.274  0.0000
H -3.713 -1.312 8.016  0.0000

Calculated values
- Kohn-Sham gap (alpha / beta) (eV) = 8.804 / 8.805
- ⟨S²⟩ = 0.7600
- total charge = +1
- DFT total energy (Ha) = -3691.7811
- spin multiplicity = 2
- HOMO energy (alpha / beta) (eV) = -10.40 / -10.40

=====

> Which of these has the highest DFT total energy?

C2H9BrSi3